# 1
28
Properties=species:S:1:pos:R:3:forces:R:3 method="wB97M-V/def2-TZVPD" multiplicity=3 s_squared=2.05 homo_lumo_gap_ev="7.22 / 8.96" homo_ev="-6.3 / -9.2" lumo_ev="0.888 / -0.196"
C 0.6152 -1.6158 0.8995 -2.29 -0.11 0.57
C 1.8735 -0.9775 0.5494 0.91 -1.05 0.22
C 0.8235 0.4546 -0.9953 0.18 3.53 -2.86
H -0.2649 0.5430 4.6260 0.61 -1.13 0.16
H 0.9956 1.4695 -1.5625 -0.83 -2.15 0.86
C 0.9030 -0.7954 3.2910 -0.53 -0.25 0.39
H -2.0072 3.2290 -3.6389 -0.65 1.57 0.18
H 0.6644 -2.6992 0.9446 0.48 -0.35 0.23
H 0.5397 -1.0385 5.2323 -0.66 -0.41 1.40
H -0.9954 -0.7794 2.1556 0.67 -0.22 1.03
H -0.9396 2.7269 -2.2543 -0.10 0.34 -0.41
H -0.5413 1.2413 -4.3748 0.35 0.67 0.39
C 0.0462 -1.1247 2.3358 0.21 0.93 -2.74
H -1.0357 -2.2474 -0.3991 -0.45 0.41 0.06
H 2.7534 -1.3089 1.0714 0.34 0.09 0.08
C -0.4027 -1.3806 -0.2171 0.44 -1.12 0.39
H 2.9260 0.5593 -0.4649 -1.65 -1.15 -0.26
H 1.4855 0.4051 4.9887 -0.38 -0.24 -0.20
C -1.7964 2.5018 -2.8997 0.42 -2.38 0.60
C 1.9386 -0.0429 -0.4155 3.87 1.83 1.98
H -2.5959 2.1802 -2.1629 0.43 0.93 -1.26
Si -1.3352 -0.3941 -2.6566 1.19 1.24 -0.83
C -0.2858 -0.3839 -1.1396 -1.25 0.17 -0.20
C 0.6071 -0.1664 4.6338 0.38 1.24 -1.23
C -1.4655 1.2830 -3.7998 1.23 -2.24 3.05
H 1.9019 -1.2180 3.2017 0.10 0.33 -0.08
H -2.1705 1.0654 -4.5242 -1.94 -0.22 -1.29
H -2.2372 -1.4864 -2.4246 -1.08 -0.27 -0.23

=====

# 2
100
Properties=species:S:1:pos:R:3:forces:R:3 method="wB97M-V/def2-TZVPD" total_charge=+1 homo_lumo_gap_ev=6.65 homo_ev=-11.0 lumo_ev=-4.305
O 1.6676 -6.6286 -2.8978 -0.20 -0.04 0.09
H -1.0779 -3.7413 4.1433 -0.05 0.10 0.11
H 3.1976 1.2685 -5.1066 0.40 1.07 0.40
C -1.1506 2.0630 3.8561 0.18 -0.30 0.03
H 1.8852 4.1343 -0.1658 -1.00 0.02 0.03
O -2.8236 5.1042 4.0590 0.06 -0.34 -0.28
H 2.3543 1.9081 1.8587 -0.35 -0.31 -0.84
C -0.6203 2.2653 -0.3650 0.19 -1.26 0.18
C -3.8130 5.7558 4.8722 -0.37 0.42 0.47
H -2.9551 -2.5124 5.2894 -0.02 -0.21 -0.05
H 2.2810 -10.1220 -4.0004 -0.26 0.06 0.21
H 4.1763 0.8840 2.4278 0.45 -0.57 -0.67
C 4.4611 0.4134 1.4554 -0.41 -0.28 -0.76
H -0.5378 4.5647 -4.2300 0.68 -0.03 -0.82
H 1.9842 2.2062 0.1072 -0.27 -0.75 0.86
H 4.1363 2.6795 -4.3178 -0.76 -0.42 -0.41
H 2.3101 -8.4393 -4.5028 -0.08 0.11 0.19
H 1.5244 2.5915 -6.0241 0.54 0.89 0.63
O -3.0717 3.2042 5.2675 0.11 -0.02 -0.26
O -4.5197 -5.7754 4.0913 0.09 0.27 0.07
H 3.6213 0.7852 -0.5374 -0.64 -0.61 0.86
C -0.1726 -6.2220 -1.0545 -0.19 0.26 0.22
C 0.1112 5.9945 -5.7559 -0.65 -0.37 0.05
H -3.3766 -1.7595 3.7591 -0.21 -0.22 -0.07
H -1.9892 1.3679 3.9070 0.01 0.11 0.14
H -0.9343 -2.3883 -1.0507 0.56 0.79 0.68
C 2.0497 1.4169 0.8968 1.26 0.18 0.21
H 0.7728 5.4702 0.2734 0.12 -1.10 -0.38
H -4.1534 6.6259 4.3091 0.22 -0.16 -0.20
C 0.1912 4.5633 -5.0992 -1.29 1.23 0.53
H -1.0627 -6.2786 -0.4295 0.08 -0.26 -0.05
H -0.2224 3.8256 -5.8343 0.81 0.43 0.71
O 0.1340 -7.5387 -1.4984 0.05 0.06 -0.20
C 2.2682 3.2537 -5.4929 0.20 -1.52 0.18
H -2.5829 1.4674 -3.0873 0.76 0.41 1.13
C -4.4295 -7.0439 4.7429 -0.09 -0.41 0.14
N -1.4681 2.3921 -1.4483 0.11 -1.93 -0.14
H -1.8336 3.3033 -1.7469 0.44 -0.28 0.53
O -3.8084 -3.7442 3.8386 -0.18 -0.06 0.09
H 5.3168 0.9667 0.9882 -0.74 -0.45 0.68
S 2.0136 5.7759 -2.3757 -0.50 -0.88 -1.29
H -1.1724 4.1492 0.5971 0.65 -0.62 -0.12
H 1.8023 -1.3533 -1.5030 -0.68 -0.75 0.14
H -5.2423 -7.6651 4.3706 0.00 0.24 -0.14
H -2.9121 5.3529 6.7971 -0.14 0.00 -0.03
H 4.5641 -9.2400 -3.6858 -0.07 -0.03 0.01
H -0.4872 1.7458 3.0522 -0.06 0.20 -0.02
H -3.4815 -7.5229 4.4951 0.01 0.07 0.14
H 0.1399 3.2355 1.4388 -0.48 0.24 -0.91
H 4.7628 -0.6650 1.5728 -0.11 1.24 0.23
S 3.4246 6.1300 -4.9561 -0.46 -0.79 0.70
H 3.9489 -7.9398 -2.6557 -0.02 -0.01 -0.13
C 2.3165 5.2644 -4.1142 -0.50 0.10 0.47
H -0.3830 -5.5593 -1.8956 0.15 -0.06 -0.01
H -0.9213 -1.9986 3.8770 -0.05 0.01 -0.01
C 0.5532 4.7788 -1.7866 0.08 0.29 0.68
H 0.6511 -5.8315 -0.4541 0.01 0.07 -0.12
N 0.7305 0.7359 1.1108 0.02 0.39 -2.01
C -0.1985 -1.7474 -0.4850 -0.34 -0.51 -1.03
C 3.2212 0.4353 0.4585 0.46 0.43 0.11
C -3.6858 -4.8518 4.5822 0.05 -0.12 -0.12
C -1.5459 -2.8719 3.6783 0.09 -0.34 0.00
H -3.9498 6.7851 6.7629 0.01 -0.01 -0.07
C -2.5580 3.8356 4.3829 -0.05 0.37 0.25
H -1.5652 -3.0575 2.6041 -0.08 0.13 0.06
H 3.8398 -9.6023 -2.1040 0.00 -0.10 -0.13
C 3.7725 -8.9643 -2.9877 0.02 0.21 0.26
H 2.5695 2.0754 -3.6377 0.51 0.32 -0.97
C 2.4116 -9.1009 -3.6401 0.57 -0.18 -0.33
O -1.5935 3.3896 3.5595 -0.12 -0.02 -0.10
H -0.5912 2.0582 4.7924 -0.17 -0.06 0.04
H 1.1384 -3.1051 -1.6153 0.19 1.02 0.27
H 0.9446 -0.2553 1.2496 -0.53 0.34 0.08
H -2.3333 6.8192 6.0256 -0.13 0.09 -0.05
C -0.2444 3.5433 0.4331 0.13 -0.24 -0.31
C -3.2220 6.2067 6.1924 0.26 -0.20 0.11
O -2.9407 -4.9992 5.5166 -0.14 0.08 -0.14
H 0.2858 6.8359 -5.0264 0.17 -0.98 -0.76
H -0.3312 5.4736 -1.8964 0.66 -1.01 0.05
H 2.8566 3.7637 -6.2968 -0.36 -0.24 0.84
H -0.9530 6.1347 -6.1062 1.12 -0.19 0.12
H -1.8833 -0.8721 -2.5463 0.44 0.95 0.67
C -0.1528 0.9047 -0.0089 -0.45 -0.46 -0.73
H 0.4343 3.8278 -2.3620 0.32 0.97 0.17
C 0.8255 4.4762 -0.2616 -0.21 0.95 -0.32
H 2.8494 -0.6132 0.3558 0.16 0.98 -0.02
C -2.9504 -2.6589 4.2073 0.39 0.37 0.09
H 0.8127 6.0326 -6.6251 -0.61 0.28 0.74
H -4.6794 5.1078 5.0191 0.20 -0.14 -0.02
H 1.8258 -2.4681 -0.0893 -0.57 0.28 -0.93
C -1.9013 1.3228 -2.2117 0.64 -2.03 0.26
H -4.5371 -6.9427 5.8226 0.14 0.07 -0.08
C 1.1075 -7.5845 -2.4194 0.23 -0.31 0.03
C 1.2319 -2.1732 -1.0048 0.04 -0.28 1.34
C -1.4927 -0.0318 -1.9216 0.81 1.86 1.56
F -0.4010 -2.0961 0.8801 0.57 0.82 -1.24
N 1.5266 4.1595 -4.5844 0.46 0.59 -0.85
O 1.3592 -8.8647 -2.6929 -0.30 0.27 0.01
C -0.5853 -0.2715 -0.7843 -1.38 1.89 -0.66
C 3.1353 2.2703 -4.5974 -0.59 -0.09 -0.07

=====

Energy relative to the best compared isomer or geometry (same formula, charge and spin) / eV: 0.000; 0.000